Record 1
{"formula": "C10H16N2O", "method": "ωB97M-V/def2-TZVPD", "species": ["C", "N", "N", "C", "C", "C", "C", "C", "O", "C", "C", "C", "C", "H", "H", "H", "H", "H", "H", "H", "H", "H", "H", "H", "H", "H", "H", "H", "H"], "coordinates": [[1.355, 0.525, -2.226], [0.012, 1.043, -1.988], [-0.675, 1.404, -3.026], [-1.839, 1.874, -2.511], [-1.921, 1.640, -1.109], [-0.606, 1.107, -0.813], [-0.036, 0.700, 0.532], [-0.952, 1.116, 1.648], [1.278, 1.292, 0.718], [0.312, -0.818, 0.543], [-0.970, -1.631, 0.138], [1.158, -1.423, 1.684], [1.659, -1.404, 0.197], [1.367, -0.491, -1.993], [1.651, 0.599, -3.296], [1.861, 0.972, -1.344], [-2.645, 2.094, -3.291], [-2.785, 1.872, -0.464], [-0.632, 0.487, 2.598], [-2.036, 0.826, 1.503], [-0.920, 2.152, 1.991], [1.471, 2.141, 1.125], [-1.586, -1.047, -0.557], [-1.510, -2.017, 1.088], [-0.637, -2.547, -0.383], [0.706, -2.340, 2.094], [1.573, -0.695, 2.387], [2.346, -0.677, -0.175], [1.606, -2.381, -0.296]], "nbo_charge": [-0.433, -0.133, -0.272, -0.084, -0.342, 0.105, 0.243, -0.637, -0.780, -0.056, -0.628, -0.429, -0.420, 0.202, 0.243, 0.243, 0.213, 0.234, 0.222, 0.231, 0.229, 0.498, 0.232, 0.211, 0.211, 0.217, 0.228, 0.235, 0.216], "homo_ha": -0.3274, "smiles": "Cn1nccc1[C@](C)(O)C1(C)CC1"}

Record 2
{"formula": "H8O4", "method": "ωB97M-V/def2-TZVPD", "species": ["O", "H", "H", "O", "H", "H", "O", "H", "H", "O", "H", "H"], "coordinates": [[-0.067, 1.894, 0.314], [-0.335, 0.960, 0.295], [-0.598, 2.469, 0.865], [1.991, 2.585, -1.707], [1.501, 3.161, -2.301], [1.372, 2.435, -0.972], [-0.755, -0.553, -0.773], [0.138, -0.870, -0.956], [-1.091, -0.247, -1.630], [-0.349, -3.869, 2.385], [-0.782, -4.728, 2.377], [-1.025, -3.237, 2.102]], "nbo_charge": [-1.001, 0.510, 0.483, -0.964, 0.459, 0.495, -0.953, 0.485, 0.485, -0.939, 0.469, 0.471], "homo_ha": -0.3990, "smiles": "O.O.O.O"}

Record 3
{"formula": "C59H57N8OP2Se2Ti", "method": "ωB97M-V/def2-TZVPD", "species": ["Ti", "Se", "P", "C", "C", "C", "C", "C", "C", "C", "C", "C", "C", "C", "C", "C", "C", "N", "N", "N", "P", "Se", "C", "C", "C", "C", "C", "C", "C", "C", "C", "C", "C", "C", "H", "H", "H", "H", "H", "H", "H", "H", "H", "H", "H", "H", "H", "H", "H", "H", "H", "H", "H", "H", "C", "C", "C", "C", "C", "C", "C", "C", "N", "C", "C", "C", "C", "N", "C", "C", "C", "C", "C", "C", "C", "C", "H", "H", "H", "H", "H", "H", "H", "H", "H", "H", "H", "H", "H", "H", "H", "H", "H", "H", "H", "H", "H", "H", "H", "H", "C", "C", "C", "C", "C", "N", "C", "O", "N", "C", "C", "C", "C", "N", "C", "C", "C", "H", "H", "H", "H", "H", "H", "H", "H", "H", "H", "H", "H", "H"], "coordinates": [[-1.727, -1.032, 0.942], [4.279, 0.812, 3.102], [4.032, 0.728, 1.015], [4.276, 2.332, 0.208], [4.986, 3.313, 0.897], [5.248, 4.533, 0.293], [4.797, 4.783, -0.996], [4.091, 3.808, -1.684], [3.831, 2.584, -1.085], [5.116, -0.437, 0.155], [6.097, -1.112, 0.863], [6.939, -1.995, 0.201], [6.793, -2.205, -1.161], [5.805, -1.533, -1.870], [4.964, -0.650, -1.215], [2.361, 0.096, 0.623], [1.065, 0.535, 0.369], [0.284, -0.574, 0.469], [1.053, -1.619, 0.752], [2.288, -1.245, 0.848], [0.113, 2.004, -0.001], [-1.970, 1.375, -0.071], [0.535, 2.638, -1.628], [0.695, 1.732, -2.676], [0.940, 2.203, -3.954], [0.992, 3.571, -4.196], [0.810, 4.470, -3.157], [0.592, 4.006, -1.867], [0.348, 3.266, 1.248], [-0.551, 4.335, 1.295], [-0.383, 5.331, 2.240], [0.668, 5.257, 3.149], [1.541, 4.180, 3.120], [1.381, 3.179, 2.173], [5.319, 3.116, 1.908], [5.806, 5.288, 0.830], [5.001, 5.737, -1.465], [3.741, 3.994, -2.691], [3.293, 1.827, -1.636], [6.195, -0.942, 1.928], [7.708, -2.520, 0.753], [7.449, -2.897, -1.674], [5.689, -1.700, -2.933], [4.192, -0.135, -1.773], [0.631, 0.663, -2.500], [1.083, 1.498, -4.760], [1.176, 3.934, -5.199], [0.850, 5.535, -3.343], [0.483, 4.712, -1.053], [-1.386, 4.378, 0.605], [-1.076, 6.161, 2.275], [0.795, 6.036, 3.889], [2.346, 4.097, 3.838], [2.043, 2.326, 2.212], [-5.184, 1.583, 1.770], [-5.309, 0.908, 0.427], [-6.181, 1.469, -0.505], [-6.298, 0.959, -1.782], [-5.520, -0.125, -2.158], [-4.648, -0.717, -1.258], [-3.787, -1.865, -1.709], [-4.565, -0.215, 0.053], [-3.659, -0.826, 0.978], [-4.127, -1.195, 2.245], [-5.567, -1.550, 2.481], [-3.187, -1.248, 3.226], [-3.462, -1.562, 4.666], [-1.893, -0.963, 2.791], [-0.843, -0.558, 3.682], [0.121, -1.499, 4.063], [0.007, -2.944, 3.657], [1.165, -1.077, 4.873], [1.244, 0.238, 5.302], [0.261, 1.144, 4.945], [-0.802, 0.764, 4.134], [-1.895, 1.746, 3.813], [-4.808, 2.599, 1.634], [-4.504, 1.072, 2.447], [-6.159, 1.659, 2.253], [-6.765, 2.333, -0.212], [-6.982, 1.410, -2.489], [-5.590, -0.519, -3.165], [-4.045, -2.153, -2.729], [-3.897, -2.736, -1.066], [-2.724, -1.581, -1.719], [-6.157, -1.438, 1.574], [-6.009, -0.913, 3.250], [-5.664, -2.583, 2.825], [-4.043, -0.766, 5.138], [-2.531, -1.668, 5.221], [-4.034, -2.486, 4.775], [0.283, -3.089, 2.611], [-1.011, -3.316, 3.795], [0.675, -3.555, 4.262], [1.928, -1.788, 5.165], [2.072, 0.554, 5.921], [0.312, 2.167, 5.296], [-1.527, 2.768, 3.914], [-2.736, 1.628, 4.503], [-2.276, 1.621, 2.800], [1.450, 0.296, -6.951], [1.072, -0.736, -5.922], [-0.239, -0.873, -5.480], [-0.589, -1.862, -4.576], [0.370, -2.751, -4.097], [-0.069, -3.751, -3.200], [0.661, -4.787, -2.683], [1.775, -5.111, -3.017], [-0.035, -5.520, -1.702], [-0.868, -5.018, -0.705], [-1.659, -5.884, 0.048], [-2.471, -5.381, 1.047], [-2.492, -4.018, 1.278], [-1.726, -3.189, 0.565], [-0.931, -3.664, -0.395], [1.692, -2.617, -4.509], [2.022, -1.612, -5.406], [0.675, 1.057, -7.055], [1.585, -0.165, -7.930], [2.388, 0.791, -6.695], [-1.005, -0.204, -5.855], [-1.621, -1.958, -4.256], [-1.062, -3.781, -3.039], [0.414, -6.403, -1.513], [-1.637, -6.947, -0.161], [-3.089, -6.040, 1.640], [-3.114, -3.567, 2.041], [-0.303, -2.947, -0.902], [2.445, -3.299, -4.149], [3.054, -1.525, -5.728]], "lowdin_charge": [0.862, 0.370, 0.549, -0.342, -0.103, -0.064, -0.065, -0.070, -0.091, -0.348, -0.093, -0.066, -0.071, -0.072, -0.083, -0.372, -0.381, -0.191, -0.036, 0.051, 0.744, 0.644, -0.366, -0.083, -0.048, -0.056, -0.067, -0.071, -0.348, -0.116, -0.064, -0.056, -0.057, -0.077, 0.057, 0.109, 0.109, 0.102, 0.083, 0.061, 0.109, 0.108, 0.104, 0.093, 0.112, 0.072, 0.113, 0.114, 0.103, 0.101, 0.112, 0.112, 0.116, 0.032, -0.032, -0.237, -0.037, -0.061, -0.039, -0.223, -0.044, -0.299, -0.101, -0.338, -0.002, -0.314, 0.004, -0.059, -0.207, -0.210, -0.030, -0.039, -0.082, -0.041, -0.196, -0.023, 0.090, 0.053, 0.094, 0.120, 0.109, 0.113, 0.083, 0.076, 0.056, 0.089, 0.094, 0.088, 0.094, 0.086, 0.087, 0.054, 0.072, 0.086, 0.118, 0.106, 0.114, 0.079, 0.093, 0.022, -0.061, -0.305, -0.051, -0.025, -0.217, 0.131, -0.503, 0.106, 0.140, -0.199, 0.031, -0.015, -0.113, -0.026, -0.072, 0.001, -0.029, 0.077, 0.088, 0.082, 0.119, 0.103, 0.138, 0.157, 0.130, 0.121, 0.111, 0.106, 0.103, 0.119], "homo_ha": -0.3617, "total_charge": 1}

So what do the calculations give for calculated total energy? Going down the list: -15654.431 -8319.871 -248462.562 eV.
So what do the calculations give for Kohn-Sham gap? Going down the list: 0.35222 0.41680 0.25176 Eh.
So what do the calculations give for relative energy (zero: lowest compared OMol25 entry of this formula, charge and spin)? Going down the list: 2.565 0.805 0.103 eV.